1.
# C4H11NO2S

A structure of composition C4H11NO2S (wB97M-V/def2-TZVPD, the OMol25 dataset).

Cartesian coordinates (Å):
C: 3.107 -1.295 0.899
O: -0.739 -3.102 1.644
S: 0.379 -0.942 1.537
C: 0.000 0.000 0.000
H: 3.282 -4.079 -0.765
O: 4.030 -0.733 0.242
H: 2.097 -2.902 1.387
C: 2.137 -0.434 1.723
H: 0.842 -0.307 -0.643
H: 4.053 -4.481 0.801
H: -0.091 -3.836 1.748
H: -0.944 -0.218 -0.528
C: 3.797 -3.657 0.114
H: 2.574 -0.538 2.735
H: -0.222 -2.286 1.830
H: 0.066 1.088 0.169
H: 4.732 -3.177 -0.222
N: 2.963 -2.634 0.913
H: 2.093 0.647 1.486

Cartesian forces (eV/Å) of the 2 atoms listed first:
2.80 1.99 -2.93
-0.71 -3.21 0.39

Output
E_tot = -20744.8043 eV
Energy above the lowest of the compared OMol25 structures with the same formula, charge and spin = 241.1 kJ/mol
Frontier orbital gap = 9.63 eV
Charge = 0

Here are the Mulliken charges for atoms 1 to 5, given in e: 0.681, -0.764, -0.107, -0.800, 0.290

***

2.
# C4H11NO3

A structure of composition C4H11NO3 (wB97M-V/def2-TZVPD, the OMol25 dataset).

Cartesian coordinates (Å):
H: -1.865 1.089 -1.567
H: -2.884 -0.794 0.183
C: -1.805 -0.924 0.087
H: 0.174 0.117 1.757
C: -1.141 0.422 0.220
O: -0.711 0.837 1.354
H: -1.583 -1.358 -0.887
H: -1.429 -1.594 0.856
H: 2.613 0.495 -1.163
H: -1.136 2.287 -0.562
H: 1.766 1.435 0.086
C: 1.409 -1.230 0.664
H: 2.480 -1.256 0.406
O: 0.794 -0.282 -0.573
N: -1.538 1.368 -0.658
C: 1.630 0.828 -0.817
O: 1.139 -0.718 1.830
H: 0.896 -2.164 0.389
H: 1.189 1.442 -1.606

Cartesian forces (eV/Å) of the 2 atoms listed first:
0.01 0.00 0.00
0.09 0.06 0.13

Output
E_tot = -11957.5765 eV
Energy above the lowest of the compared OMol25 structures with the same formula, charge and spin = 244.4 kJ/mol
Frontier orbital gap = 9.79 eV
Charge = 0

Here are the Mulliken charges for atoms 1 to 5, given in e: 0.213, 0.406, -1.215, 0.382, 0.972

***

| no. | maximum force (eV/A) |
| --- | --- |
| 1 | 6.08 |
| 2 | 2.02 |